Below is a structure of composition C15H10IN6O5PtS at a distorted geometry, with properties calculated with ωB97M-V/def2-TZVPD.

Last column: Mulliken charge in e.
Atoms and positions in Å:
Pt (-0.06849, -0.26467, -0.06945)  1.323
N (4.06151, -2.08308, 0.56300)  -0.365
C (2.89824, -1.55610, 0.19476)  0.721
S (1.51700, -1.88274, 1.19364)  -0.446
N (2.87185, -0.84723, -0.90799)  -1.210
N (1.75822, -0.34896, -1.35479)  0.657
C (1.68110, 0.26790, -2.48211)  -0.373
C (0.41355, 0.76097, -2.95257)  0.899
C (0.29212, 1.26040, -4.25296)  -0.927
C (-0.94899, 1.66329, -4.70923)  -0.271
C (-2.03676, 1.57451, -3.85146)  -0.852
C (-1.82905, 1.09774, -2.56368)  0.041
N (-0.64666, 0.69719, -2.12639)  -0.199
H (4.14507, -2.60878, 1.41777)  0.219
H (4.87123, -1.92875, -0.01743)  0.259
H (2.56376, 0.39391, -3.10242)  0.393
H (1.16497, 1.30878, -4.88346)  0.398
H (-1.06780, 2.04272, -5.71208)  0.455
H (-3.02339, 1.87388, -4.16710)  0.404
H (-2.64312, 1.05170, -1.85506)  0.523
O (1.05742, 3.21926, 5.20911)  -0.468
C (0.77515, 2.68557, 4.18355)  0.496
C (-0.35638, 1.65995, 3.99934)  0.035
O (-1.13330, 1.32471, 4.84679)  -0.505
C (-0.25675, 1.20068, 2.59225)  0.657
C (0.84524, 1.86986, 1.92019)  0.805
O (1.17012, 1.58047, 0.75640)  -0.709
C (1.48035, 2.84744, 2.83382)  0.035
O (2.36274, 3.63306, 2.61947)  -0.505
O (-0.96221, 0.35013, 2.03140)  -0.694
I (-5.86438, -2.72773, 0.64038)  0.175
C (-3.79891, -2.48591, 0.56843)  -0.716
C (-2.83789, -3.34289, 1.07203)  -0.065
N (-1.65014, -2.81158, 0.75904)  0.080
N (-1.78764, -1.66963, 0.08272)  -0.133
C (-3.08615, -1.44583, -0.03552)  -0.073
H (-2.94176, -4.25891, 1.61795)  0.486
H (-0.72910, -3.15485, 1.00445)  0.105
H (-3.47297, -0.57656, -0.52315)  0.341

Atoms 1-2, force components in eV/Å:
0.71 -0.04 0.86
0.25 0.18 -0.35

Results
HOMO level (spin up / spin down): -10.99 / -11.26 eV
E_LUMO (spin up / spin down): -4.66 / -7.18 eV
<S²>: 6.07
Charge: +1
2S+1: 5